Record 1
{
  "formula": "C3H7N",
  "method": "the ωB97M-V functional and the def2-TZVPD basis",
  "species": ["C", "C", "H", "H", "H", "H", "C", "N", "H", "H", "H"],
  "coordinates": [[1.7497, 0.1720, -1.3742], [2.4456, 1.3169, -1.5309], [2.0829, -0.8276, -1.6155], [0.6478, 0.0698, -1.3419], [3.0158, 1.5188, -2.4443], [2.6532, 2.0171, -0.6973], [-2.6432, -1.1451, 1.5801], [-1.9636, -0.6777, 2.5257], [-2.6328, -2.2132, 1.3812], [-3.2979, -0.5658, 0.8919], [-2.0574, 0.3347, 2.6252]],
  "smiles": "C=C.C=N",
  "relative_energy_kcal_mol": 84.7,
  "e_tot_ev": -4710.483,
  "e_homo_ev": -8.38,
  "charge": 0,
  "homo_lumo_gap_ev": 8.76
}

***

Record 2
{
  "formula": "C3H7N",
  "method": "the ωB97M-V functional and the def2-TZVPD basis",
  "species": ["C", "C", "C", "H", "H", "H", "H", "H", "H", "H", "N"],
  "coordinates": [[0.6416, 0.1983, -0.6147], [-0.8594, -0.1583, -0.7209], [0.6449, 0.2049, 0.8572], [1.0545, 1.1291, -1.0330], [1.1803, -0.5687, -1.0008], [-1.4256, -1.0041, -1.3128], [-1.5652, 0.8210, -0.6921], [-1.3313, -1.0568, 1.2594], [0.5312, 1.2513, 1.2063], [1.6398, -0.0807, 1.4483], [-0.5107, -0.7361, 0.6030]],
  "relative_energy_kcal_mol": 56.0,
  "e_tot_ev": -4711.729,
  "e_homo_ev": -8.73,
  "charge": 0,
  "homo_lumo_gap_ev": 9.98
}

***

Record 3
{
  "formula": "C3H7N",
  "method": "the ωB97M-V functional and the def2-TZVPD basis",
  "species": ["C", "C", "H", "H", "H", "H", "C", "N", "H", "H", "H"],
  "coordinates": [[1.7420, 0.3718, -0.6874], [2.1105, 1.6412, -0.5167], [0.8317, -0.0722, -0.3051], [2.3020, -0.1382, -1.4677], [1.7351, 2.1529, 0.3627], [2.8275, 2.1016, -1.1825], [-2.5700, -1.0870, 1.0254], [-1.3613, -1.1184, 0.6446], [-3.4083, -1.2372, 0.3371], [-2.8435, -1.0873, 2.0817], [-1.3658, -1.5273, -0.2921]],
  "smiles": "C=C.C=N",
  "relative_energy_kcal_mol": 42.8,
  "e_tot_ev": -4712.299,
  "e_homo_ev": -9.72,
  "charge": 0,
  "homo_lumo_gap_ev": 10.85
}